Entry from the OMol25 dataset: a 3-piece molecular cluster, C25H53IN4O7 overall (the ωB97M-V functional and the def2-TZVPD basis).

Values from the calculation:
- Energy above the lowest of the compared OMol25 structures with the same formula, charge and spin: 22.28 kcal per mole
- Kohn-Sham gap: 8.1 eV
- Total charge: 0
- SMILES: C=CCOC(=O)N(CCN(CC)C(C)=O)[C@@H](I)CC.COCCNCCOC.COCCNCCOC
- Total energy: -55170.870 eV

CARTESIAN COORDINATES (ANGSTROEM)
C  0.257  1.034  -1.160
C  0.381  -0.336  -1.145
C  -0.785  -1.096  -0.627
O  -0.476  -1.979  0.493
C  -1.450  -2.880  0.726
O  -1.404  -3.927  0.212
N  -2.510  -2.561  1.652
C  -3.767  -3.228  1.266
C  -4.268  -2.955  -0.144
N  -4.998  -1.665  -0.244
C  -6.261  -1.808  -0.981
C  -6.141  -2.275  -2.440
C  -4.182  -0.620  -0.775
C  -3.993  0.594  0.132
O  -3.672  -0.631  -1.839
C  -2.030  -3.024  2.956
I  -0.436  -1.757  3.758
C  -3.112  -3.101  4.029
C  -3.752  -1.724  4.320
H  0.115  1.501  -2.144
H  0.237  1.562  -0.209
H  1.272  -0.872  -1.462
H  -1.249  -1.669  -1.432
H  -1.518  -0.372  -0.272
H  -4.586  -2.946  1.924
H  -3.620  -4.310  1.406
H  -5.028  -3.714  -0.339
H  -3.523  -3.077  -0.933
H  -6.825  -0.874  -0.966
H  -6.846  -2.564  -0.453
H  -5.694  -1.504  -3.068
H  -5.500  -3.149  -2.553
H  -7.119  -2.473  -2.881
H  -3.678  1.420  -0.504
H  -4.934  0.844  0.619
H  -3.182  0.410  0.838
H  -1.553  -4.003  2.845
H  -3.856  -3.857  3.773
H  -2.643  -3.456  4.945
H  -3.309  -1.349  5.242
H  -4.820  -1.789  4.523
H  -3.537  -1.010  3.529
C  2.449  5.856  -7.328
O  1.056  5.874  -7.075
C  0.288  5.195  -8.064
C  -0.370  3.964  -7.472
N  0.619  2.935  -7.171
C  0.093  1.817  -6.390
C  -0.365  2.106  -4.963
O  0.686  2.473  -4.082
C  0.996  3.856  -4.061
H  2.930  6.485  -6.580
H  2.856  4.843  -7.240
H  2.675  6.257  -8.320
H  0.891  4.938  -8.940
H  -0.495  5.886  -8.390
H  -1.096  3.566  -8.187
H  -0.912  4.280  -6.571
H  1.380  3.357  -6.653
H  0.889  1.069  -6.337
H  -0.733  1.358  -6.943
H  -0.773  1.172  -4.562
H  -1.182  2.836  -4.920
H  0.119  4.479  -4.257
H  1.788  4.090  -4.777
H  1.376  4.095  -3.067
C  2.419  -0.488  6.680
O  2.781  -0.765  5.340
C  3.318  0.361  4.651
C  4.777  0.130  4.315
N  5.601  0.154  5.520
C  6.977  -0.288  5.305
C  7.197  -1.749  4.916
O  6.859  -2.674  5.935
C  5.501  -3.082  5.952
H  1.925  -1.373  7.081
H  3.300  -0.276  7.294
H  1.722  0.355  6.734
H  3.182  1.286  5.219
H  2.758  0.459  3.716
H  5.118  0.912  3.631
H  4.849  -0.836  3.798
H  5.178  -0.446  6.216
H  7.514  -0.110  6.240
H  7.441  0.354  4.550
H  8.270  -1.878  4.747
H  6.707  -2.013  3.972
H  5.060  -3.090  4.953
H  4.909  -2.446  6.615
H  5.464  -4.095  6.355